Molecular formula: C21H31N3O6S
Method: DFT, ωB97M-V/def2-TZVPD

Properties
Relative energy (zero: lowest compared OMol25 entry of this formula, charge and spin) ... 86.0 kJ/mol
SMILES string ... CCOCCCNC(=O)CN1C(=O)COc2ccc(S(=O)(=O)N3CCCCCC3)cc21
E ... -1832.73284 hartree
HOMO energy ... -8.63 eV
HOMO-LUMO gap ... 9.28 eV
Maximum force ... 1.0 eV Å⁻¹

The geometry in XYZ format:
```
62
Properties=species:S:1:pos:R:3:mulliken_charge:R:1
C 0.442 -4.321 -3.049 -1.470
C 0.936 -3.296 -2.032 0.331
O 1.345 -3.884 -0.803 -0.461
C 0.301 -4.263 0.076 -0.863
C -0.254 -3.098 0.907 0.389
H -0.573 -2.302 0.232 -0.374
H -1.127 -3.451 1.456 0.518
C 0.778 -2.563 1.904 -0.929
N 1.937 -2.050 1.209 -0.006
C 2.334 -0.771 1.277 0.236
O 1.878 0.057 2.039 -0.655
C 3.460 -0.439 0.283 -0.881
N 3.489 0.980 0.003 0.122
C 4.556 1.711 0.431 0.740
O 5.549 1.210 0.908 -0.655
C 4.393 3.218 0.308 -0.467
H 3.960 3.570 1.259 0.229
O 3.600 3.658 -0.775 -0.532
C 2.473 2.931 -0.998 0.485
C 1.420 3.536 -1.673 -1.090
C 0.247 2.839 -1.909 -0.585
C 0.153 1.530 -1.482 -0.459
C 1.209 0.898 -0.856 0.044
C 2.385 1.588 -0.597 0.531
H 1.076 -0.135 -0.588 0.494
S -1.398 0.639 -1.535 1.032
O -2.156 1.044 -2.680 -0.759
O -1.113 -0.762 -1.368 -0.730
N -2.197 1.143 -0.180 0.393
C -1.590 0.738 1.068 -0.022
H -0.615 1.229 1.218 0.144
C -2.477 1.005 2.285 -0.956
H -2.370 2.044 2.601 0.412
H -2.098 0.382 3.097 0.481
C -3.957 0.705 2.040 -0.696
H -4.419 0.426 2.989 0.366
H -4.049 -0.140 1.357 0.322
C -4.715 1.907 1.476 -0.721
C -4.386 2.214 0.017 -0.954
H -4.916 3.120 -0.284 0.382
C -2.892 2.407 -0.254 -0.644
H -2.452 3.136 0.434 0.341
H -2.774 2.770 -1.276 0.551
H -4.728 1.395 -0.617 0.301
H -5.788 1.716 1.550 0.362
H -4.497 2.784 2.090 0.287
H -1.415 -0.334 0.969 -0.089
H -0.582 3.297 -2.423 0.568
H 1.540 4.558 -1.994 0.473
H 5.376 3.676 0.183 0.323
H 3.340 -1.005 -0.645 0.377
H 4.425 -0.683 0.737 0.444
H 2.281 -2.661 0.477 0.366
H 0.363 -1.744 2.497 0.421
H 1.092 -3.367 2.579 0.364
H 0.746 -5.014 0.737 0.359
H -0.516 -4.733 -0.481 0.327
H 0.170 -2.530 -1.866 0.076
H 1.839 -2.812 -2.417 0.310
H 1.192 -5.095 -3.196 0.340
H 0.253 -3.822 -3.995 0.444
H -0.483 -4.787 -2.719 0.314
```

---

Molecular formula: C21H31N3OPt
Method: DFT, ωB97M-V/def2-TZVPD

Properties
Relative energy (zero: lowest compared OMol25 entry of this formula, charge and spin) ... 3.9 kJ/mol
E ... -1177.52402 hartree
Spin multiplicity ... 3
HOMO energy (spin up / spin down) ... -7.12 / -7.88 eV
HOMO-LUMO gap (spin up / spin down) ... 7.34 / 7.47 eV
Maximum force ... 0.6 eV Å⁻¹
⟨S²⟩ ... 2.006

The geometry in XYZ format:
```
57
Properties=species:S:1:pos:R:3:mulliken_charge:R:1
Pt 0.042 0.415 0.250 0.720
C -1.884 3.267 2.971 -1.427
C -0.551 2.576 2.796 0.823
O 0.237 2.876 1.925 -0.605
N -0.297 1.578 3.698 -0.097
C 0.827 0.690 3.568 -1.009
C 0.386 -0.704 3.220 0.440
C 0.738 -1.799 3.993 -0.834
C 0.274 -3.055 3.634 -0.391
C -0.559 -3.172 2.533 -0.843
C -0.866 -2.025 1.820 -0.125
N -0.387 -0.825 2.147 0.069
H -1.892 4.165 2.362 0.356
H -2.066 3.526 4.015 0.454
H -2.685 2.606 2.634 0.272
H -1.017 1.339 4.360 0.226
H 1.397 0.657 4.498 0.446
H 1.466 1.101 2.786 0.342
H 1.370 -1.662 4.861 0.410
H 0.550 -3.928 4.212 0.414
H -0.957 -4.127 2.220 0.439
H -1.497 -2.057 0.941 0.403
C 1.516 1.212 -2.874 -0.758
N 1.052 0.055 -3.614 0.175
C 2.064 -0.410 -4.543 -0.953
C 0.518 -1.008 -2.767 -1.130
C 1.452 -1.503 -1.687 1.268
C 2.368 -2.502 -2.014 -0.461
C 3.304 -2.963 -1.098 -0.787
C 3.327 -2.406 0.171 -0.699
C 2.403 -1.423 0.511 -0.083
C 1.447 -0.954 -0.394 -0.213
H 1.709 2.031 -3.571 0.439
H 2.432 1.023 -2.296 0.286
H 0.748 1.542 -2.173 -0.062
H 2.308 0.389 -5.245 0.314
H 1.681 -1.258 -5.114 0.318
H 2.999 -0.719 -4.050 0.358
H 0.259 -1.837 -3.431 0.654
H -0.405 -0.655 -2.304 -0.333
H 2.343 -2.930 -3.012 0.404
H 3.999 -3.747 -1.369 0.372
H 4.054 -2.739 0.902 0.407
H 2.452 -1.008 1.516 0.252
C -4.082 1.761 -1.054 -1.781
C -2.725 1.088 -1.285 1.090
C -2.068 1.675 -2.538 -1.025
C -1.865 1.259 -0.044 -1.840
H -4.761 1.572 -1.889 0.448
H -3.954 2.844 -0.963 0.333
H -4.558 1.401 -0.139 0.420
H -2.909 0.020 -1.442 0.262
H -1.559 2.611 -2.291 0.242
H -2.818 1.900 -3.299 0.435
H -1.330 1.014 -2.992 0.081
H -2.399 0.893 0.842 0.518
H -1.631 2.326 0.104 0.566
```